{"formula": "C21H43O16Tl", "method": "wB97M-V/def2-TZVPD", "de_lowest_kcal_mol": 39.44, "charge": 2, "homo_ev": -14.3, "species": ["Tl", "C", "O", "H", "H", "H", "C", "C", "O", "C", "O", "O", "C", "H", "H", "H", "H", "H", "H", "H", "H", "C", "C", "O", "C", "O", "O", "C", "H", "H", "H", "H", "H", "H", "H", "H", "C", "C", "O", "C", "O", "O", "C", "H", "H", "H", "H", "H", "H", "H", "H", "C", "C", "O", "C", "O", "O", "C", "H", "H", "H", "H", "H", "H", "H", "H", "C", "C", "O", "C", "O", "O", "C", "H", "H", "H", "H", "H", "H", "H", "H"], "coordinates": [[-0.92, -2.38, -1.73], [-0.02, 1.06, 0.47], [0.10, -0.28, 0.11], [-1.07, 1.31, 0.30], [0.23, 1.15, 1.53], [0.64, 1.73, -0.07], [4.79, -0.57, -1.46], [3.50, 0.32, -1.69], [3.05, 0.28, -3.04], [2.14, -0.59, -3.60], [1.61, -1.59, -3.02], [1.98, -0.26, -4.86], [1.22, -0.98, -5.82], [4.50, -1.62, -1.50], [5.19, -0.39, -0.46], [5.60, -0.31, -2.14], [3.75, 1.34, -1.40], [2.71, 0.01, -1.00], [0.18, -1.06, -5.50], [1.59, -1.99, -5.96], [1.30, -0.61, -6.84], [-4.74, 2.22, -0.20], [-4.99, 1.86, -1.64], [-4.08, 0.76, -1.96], [-4.43, -0.38, -2.51], [-3.69, -1.38, -2.60], [-5.72, -0.43, -2.72], [-6.35, -1.64, -3.20], [-5.03, 3.25, 0.03], [-3.68, 2.07, 0.04], [-5.35, 1.53, 0.38], [-4.73, 2.65, -2.34], [-6.05, 1.68, -1.81], [-7.23, -1.29, -3.73], [-6.64, -2.22, -2.32], [-5.79, -2.35, -3.80], [2.82, -1.71, 3.28], [2.53, -1.76, 1.77], [3.10, -2.95, 1.23], [2.74, -3.39, 0.03], [1.64, -3.11, -0.46], [3.76, -4.20, -0.37], [3.93, -4.53, -1.78], [3.70, -1.07, 3.36], [2.89, -2.64, 3.84], [2.08, -1.08, 3.78], [2.78, -0.86, 1.21], [1.45, -1.80, 1.72], [4.98, -4.81, -1.87], [3.71, -3.63, -2.36], [3.32, -5.38, -2.08], [-6.59, -4.05, 0.13], [-5.15, -3.66, 0.14], [-4.94, -2.81, 1.24], [-3.75, -2.17, 1.23], [-3.03, -2.03, 0.21], [-3.60, -1.50, 2.40], [-2.51, -0.65, 2.57], [-7.06, -4.58, 0.95], [-6.76, -4.70, -0.73], [-7.30, -3.23, -0.03], [-5.03, -3.08, -0.78], [-4.42, -4.46, 0.28], [-1.62, -1.27, 2.64], [-2.56, -0.06, 3.49], [-2.39, 0.07, 1.76], [3.30, 3.62, 1.43], [3.81, 3.58, 2.86], [4.52, 4.83, 3.16], [3.92, 5.83, 3.81], [2.75, 5.77, 4.14], [4.79, 6.82, 3.93], [4.45, 7.95, 4.83], [2.93, 2.66, 1.07], [4.14, 3.94, 0.81], [2.51, 4.35, 1.28], [4.55, 2.79, 2.96], [3.03, 3.35, 3.59], [3.52, 8.49, 4.66], [5.22, 8.72, 4.93], [4.27, 7.48, 5.79]], "mulliken_charge": [1.134, -0.289, -0.008, -0.050, 0.441, 0.302, -1.094, 0.605, -0.287, 0.674, -0.502, -0.330, -0.567, 0.118, 0.393, 0.401, 0.282, -0.370, 0.233, 0.298, 0.265, -0.745, -0.209, -0.297, 0.801, -0.554, -0.372, -0.567, 0.412, -0.099, 0.303, 0.314, 0.299, 0.326, 0.114, 0.309, -1.431, 0.761, -0.204, 0.668, -0.425, -0.305, -0.427, 0.360, 0.360, 0.397, -0.010, -0.206, 0.269, 0.130, 0.269, -1.500, 0.445, -0.292, 0.489, -0.388, -0.303, -0.272, 0.378, 0.421, 0.324, -0.102, 0.292, 0.268, 0.337, -0.098, -0.630, -0.328, -0.337, 0.789, -0.541, -0.301, -0.641, -0.059, 0.345, 0.331, 0.273, 0.340, 0.299, 0.269, 0.302]}


{"formula": "C5H9NO", "method": "wB97M-V/def2-TZVPD", "de_lowest_kcal_mol": 27.48, "smiles": "[H]/N=C1/CCCCO1", "charge": 0, "homo_ev": -10.1, "species": ["H", "N", "C", "C", "C", "C", "C", "O", "H", "H", "H", "H", "H", "H", "H", "H"], "coordinates": [[-2.22, -0.37, -2.15], [-2.12, 0.38, -1.47], [-1.28, 0.04, -0.59], [-0.78, 0.97, 0.50], [0.33, 0.31, 1.33], [1.39, -0.37, 0.44], [0.72, -0.88, -0.83], [-0.66, -1.19, -0.60], [-0.43, 1.90, 0.03], [-1.63, 1.24, 1.13], [-0.12, -0.44, 1.97], [0.80, 1.05, 1.99], [2.18, 0.34, 0.14], [1.88, -1.17, 0.99], [1.20, -1.75, -1.28], [0.72, -0.08, -1.58]], "mulliken_charge": [0.292, -0.667, 0.420, -0.464, -0.559, -0.525, -0.520, -0.446, 0.242, 0.339, 0.279, 0.337, 0.295, 0.285, 0.362, 0.331]}


{"formula": "C12H14N2O", "method": "wB97M-V/def2-TZVPD", "de_lowest_kcal_mol": 88.15, "charge": 0, "homo_ev": -7.1, "species": ["O", "C", "N", "C", "N", "C", "C", "C", "C", "C", "C", "C", "C", "C", "C", "H", "H", "H", "H", "H", "H", "H", "H", "H", "H", "H", "H", "H", "H"], "coordinates": [[1.46, -2.01, 0.99], [2.28, -2.91, 0.87], [3.10, -3.79, 0.72], [-0.32, 2.43, 3.73], [-0.70, 1.88, 2.44], [-2.06, 2.10, 1.98], [0.14, 1.11, 1.76], [-0.18, 0.44, 0.56], [0.78, -0.16, -0.21], [0.51, -0.75, -1.50], [1.49, -0.78, -2.53], [1.18, -1.27, -3.80], [-0.10, -1.79, -4.07], [-1.09, -1.75, -3.07], [-0.79, -1.24, -1.80], [-1.11, 3.09, 4.08], [-0.16, 1.64, 4.48], [0.62, 3.00, 3.62], [-2.54, 2.82, 2.65], [-2.08, 2.52, 0.97], [-2.67, 1.19, 1.98], [1.16, 1.04, 2.16], [-1.22, 0.44, 0.21], [1.84, 0.02, 0.04], [2.48, -0.35, -2.31], [1.95, -1.29, -4.57], [-0.33, -2.21, -5.06], [-2.08, -2.17, -3.26], [-1.57, -1.22, -1.02]], "mulliken_charge": [-0.714, 0.519, -0.668, -0.798, 0.080, -0.962, -0.085, -0.283, -0.388, 1.004, -0.326, -0.497, -0.366, -0.593, -0.426, 0.249, 0.330, 0.330, 0.305, 0.357, 0.349, 0.425, 0.281, 0.189, 0.318, 0.352, 0.360, 0.342, 0.316]}


{"formula": "C7H10IN3OS", "method": "wB97M-V/def2-TZVPD", "de_lowest_kcal_mol": 42.47, "charge": 0, "homo_ev": [-7.4, -7.4], "species": ["C", "C", "C", "C", "C", "C", "C", "N", "N", "N", "O", "S", "I", "H", "H", "H", "H", "H", "H", "H", "H", "H", "H"], "coordinates": [[-2.12, 3.64, -2.96], [-1.42, 3.23, -1.87], [-1.79, 1.20, -2.87], [-0.56, 0.09, -0.55], [-0.41, -2.01, 0.88], [1.54, -0.70, 0.40], [0.08, -0.49, 0.72], [-1.76, -0.69, -3.04], [-0.74, 1.36, -0.65], [-1.27, 1.83, -1.80], [-0.88, 3.91, -0.83], [-2.50, 2.28, -4.02], [-2.79, -1.00, -4.71], [-2.15, 4.62, -3.25], [-0.78, -0.71, -1.19], [0.30, -2.41, 1.64], [-1.29, -1.96, 1.37], [-0.45, -2.63, 0.02], [2.14, -1.19, 1.20], [1.65, -1.24, -0.43], [2.22, 0.24, 0.34], [0.15, 0.25, 1.57], [-1.07, 3.25, -0.15]], "mulliken_charge": [-0.558, 0.237, 0.510, -0.613, -1.450, -1.510, 0.287, -0.524, -1.082, 0.866, -0.466, -0.038, -0.064, 0.480, 0.815, 0.398, 0.429, 0.415, 0.385, 0.460, 0.324, 0.280, 0.419]}


{"formula": "C5H10N", "method": "wB97M-V/def2-TZVPD", "de_lowest_kcal_mol": 73.71, "charge": 1, "homo_ev": -15.1, "species": ["C", "C", "C", "C", "C", "N", "H", "H", "H", "H", "H", "H", "H", "H", "H", "H"], "coordinates": [[1.21, 0.15, -0.29], [-0.79, -0.50, 0.11], [-0.66, 0.79, -0.80], [-0.99, 2.30, -0.44], [1.14, -2.03, 0.80], [0.59, -0.81, 0.26], [2.26, 0.33, -0.40], [-1.33, -0.43, 1.17], [-1.39, -1.33, -0.48], [-0.69, 0.49, -1.85], [-0.47, 2.75, 0.46], [-2.04, 2.46, -0.24], [-0.57, 2.94, -1.33], [1.42, -1.89, 1.86], [1.93, -2.40, 0.24], [0.37, -2.80, 0.93]], "mulliken_charge": [-0.291, -0.465, -0.105, -1.081, -0.867, 0.269, 0.378, 0.352, 0.331, 0.435, 0.319, 0.343, 0.320, 0.333, 0.389, 0.339]}


{"formula": "C5H11IN", "method": "wB97M-V/def2-TZVPD", "de_lowest_kcal_mol": 78.18, "charge": 1, "homo_ev": -13.4, "species": ["C", "C", "C", "C", "C", "N", "I", "H", "H", "H", "H", "H", "H", "H", "H", "H", "H", "H"], "coordinates": [[0.23, -1.55, 1.44], [-0.56, -0.30, 1.15], [-1.27, 1.19, -0.69], [1.18, 0.94, -0.08], [-0.22, 0.61, 0.18], [0.18, -0.55, 2.43], [1.05, -0.54, -3.87], [-0.31, -2.56, 1.61], [1.15, -1.63, 0.95], [-1.57, -0.24, 1.27], [-1.96, 1.99, -0.27], [-1.90, 0.51, -1.20], [-0.73, 1.67, -1.48], [1.45, 1.92, -0.43], [2.02, 0.54, 0.61], [1.29, 0.41, -1.13], [-0.28, -0.61, 3.33], [0.24, -1.82, -3.82]], "mulliken_charge": [-0.296, -0.342, -1.370, -0.967, 0.920, -0.423, -0.025, 0.265, 0.244, 0.600, 0.358, 0.395, 0.434, 0.406, 0.302, 0.107, 0.272, 0.119]}